Here is a gas-phase ion, C6H13N2 (charge +1) at a distorted geometry from OMol25. Energies are from ωB97M-V/def2-TZVPD.

SMILES: C[C@@H]1[C@H]([C@H]2CN2)[N@H+]1C
Total charge: +1
Gap between HOMO and LUMO, eV: 11.44
Molecular weight, g mol⁻¹: 113.184
HOMO energy, eV: -13.920

Each line ends with the natural charge from an NBO analysis.
Positions of all 21 atoms, in Å:
C (2.4729, 0.2189, -0.5384)  -0.22
C (-0.1693, 0.1946, -1.0210)  -0.05
C (1.1116, -0.5392, -0.9402)  -0.12
C (-1.2639, -0.4129, -0.0980)  -0.05
C (-1.1869, -1.6471, 0.7002)  -0.65
C (-1.1648, 2.0431, 0.5735)  -0.42
N (-0.5717, 0.7145, 0.3113)  -0.40
N (1.6559, -0.5290, 0.4121)  -0.63
H (3.3291, -0.2405, -0.9717)  0.23
H (2.3589, 1.3367, -0.5774)  0.22
H (-0.5043, 0.6354, -1.9118)  0.25
H (1.2976, -1.2950, -1.6284)  0.24
H (-2.2150, -0.3758, -0.6470)  0.25
H (-0.1394, -1.8032, 1.1426)  0.22
H (-1.3095, -2.5424, 0.0242)  0.26
H (-1.9004, -1.6503, 1.5873)  0.26
H (-2.2730, 1.8366, 0.8738)  0.24
H (-0.6012, 2.5337, 1.4352)  0.25
H (-1.1113, 2.6719, -0.3172)  0.24
H (1.9646, -1.4320, 0.7407)  0.41
H (0.2200, 0.2822, 0.8502)  0.49

Here is 2 unconnected molecules or ions with the total composition C6H13N2O at a distorted geometry from OMol25. Energies are from ωB97M-V/def2-TZVPD.

Total charge: +1
Gap between HOMO and LUMO, eV: 9.89
Molecular weight, g mol⁻¹: 129.183
HOMO energy, eV: -13.320

Each line ends with the natural charge from an NBO analysis.
Positions of all 22 atoms, in Å:
C (-1.2135, 1.6259, 0.4477)  -0.40
C (-1.2129, 0.2333, 1.1528)  -0.48
C (-0.9145, -2.2606, 0.0532)  -0.66
C (-1.5073, 1.3019, -1.0287)  -0.21
C (-1.1549, -0.7446, 0.0453)  0.54
C (3.0107, -0.4093, -0.4393)  0.52
N (3.6875, 0.6035, 0.0962)  -0.80
N (-1.3041, -0.1598, -1.1027)  -0.44
O (1.8205, -0.4640, -0.2154)  -0.69
H (-2.0009, 2.1625, 0.7548)  0.23
H (-0.3688, 2.0977, 0.7236)  0.23
H (-0.3382, 0.2338, 1.7839)  0.28
H (-2.2792, -0.0449, 1.6478)  0.27
H (-1.7087, -2.8442, -0.2692)  0.26
H (-0.0640, -2.4151, -0.4933)  0.27
H (-2.4090, 1.4439, -1.5053)  0.22
H (-0.8236, 1.7163, -1.6433)  0.22
H (3.2877, 1.1312, 0.8562)  0.40
H (4.5076, 1.0212, -0.2286)  0.41
H (-1.2358, -0.3971, -2.0657)  0.44
H (3.3219, -1.1884, -1.2268)  0.17
H (-0.8236, -2.5290, 1.0560)  0.24

Here is 2 unconnected molecules or ions with the total composition C6H13N2O at a distorted geometry from OMol25. Energies are from ωB97M-V/def2-TZVPD.

Total charge: +1
Gap between HOMO and LUMO (spin up / spin down), eV: 6.86 / 9.44
Multiplicity: 3
Molecular weight, g mol⁻¹: 129.183
HOMO energy (spin up / spin down), eV: -9.597 / -15.246

Each line ends with the Mulliken spin population.
Positions of all 22 atoms, in Å:
C (1.9785, -0.0145, -0.4231)  0.70
C (-1.7345, 1.1856, -0.1748)  0.01
C (-0.5931, 0.8860, 0.8030)  0.07
C (-1.2859, 0.4991, -1.4596)  0.02
C (-0.0202, -0.4413, 0.3344)  0.74
C (-0.0132, -1.5955, 1.2840)  0.01
N (2.8475, 0.4616, 0.4115)  0.03
N (-0.5648, -0.7210, -0.9998)  -0.02
O (1.9419, -0.3143, -1.5820)  0.31
H (-2.6713, 0.7660, 0.1899)  0.00
H (-1.8788, 2.2526, -0.3284)  -0.01
H (0.1530, 1.6831, 0.7676)  0.01
H (-0.9492, 0.8189, 1.8293)  0.01
H (-2.1100, 0.2386, -2.1232)  0.00
H (-0.5790, 1.1292, -2.0000)  0.00
H (-1.0236, -1.8026, 1.6443)  0.03
H (0.5950, -1.3614, 2.1543)  0.01
H (0.3847, -2.4970, 0.8253)  0.01
H (2.6438, 0.5992, 1.3870)  0.00
H (3.7901, 0.6658, 0.0891)  0.03
H (-1.1724, -1.5451, -0.9925)  0.01
H (0.2616, -0.8930, -1.6364)  0.01

Here is a gas-phase ion, C6H13N2O2 (charge +1) at a distorted geometry from OMol25. Energies are from ωB97M-V/def2-TZVPD.

SMILES: CC[C@@](C)(C=O)C(=[NH2+])NO
Total charge: +1
Gap between HOMO and LUMO, eV: 10.65
Molecular weight, g mol⁻¹: 145.182
HOMO energy, eV: -14.078

Each line ends with the natural charge from an NBO analysis.
Positions of all 23 atoms, in Å:
C (1.4008, 1.5299, 0.4049)  0.47
C (-0.9427, 0.7397, -0.0453)  0.53
C (0.9628, -1.9579, -1.0536)  -0.64
C (0.5789, -0.6956, 1.5286)  -0.65
C (1.1864, -0.4319, -0.9956)  -0.38
C (0.5336, 0.2784, 0.2858)  -0.20
N (-1.9693, 0.2434, 0.5692)  -0.25
N (-1.0889, 1.6846, -1.0022)  -0.75
O (1.1738, 2.6010, -0.0392)  -0.50
O (-3.2264, 0.8683, 0.3457)  -0.55
H (2.4315, 1.1561, 0.7429)  0.14
H (-0.0907, -2.4197, -1.1919)  0.22
H (1.3196, -2.4887, -0.1486)  0.22
H (1.5030, -2.3015, -1.9705)  0.25
H (1.5470, -1.2441, 1.7423)  0.27
H (-0.1044, -1.5367, 1.3680)  0.23
H (0.2250, -0.1939, 2.4803)  0.24
H (2.2962, -0.2908, -0.9231)  0.24
H (0.7392, 0.0755, -1.8871)  0.23
H (-2.2254, -0.4553, 1.3109)  0.46
H (-0.2527, 2.2829, -1.2728)  0.47
H (-2.0203, 2.1936, -0.9544)  0.44
H (-3.9768, 0.3626, 0.7056)  0.51

Here is 2 unconnected molecules or ions with the total composition C6H13N2O2 at a distorted geometry from OMol25. Energies are from ωB97M-V/def2-TZVPD.

Total charge: +1
Gap between HOMO and LUMO (spin up / spin down), eV: 6.04 / 9.06
Multiplicity: 3
Molecular weight, g mol⁻¹: 145.182
HOMO energy (spin up / spin down), eV: -8.963 / -14.801

Each line ends with the Mulliken spin population.
Positions of all 23 atoms, in Å:
C (-0.1777, 2.2533, -0.2989)  0.00
C (0.7653, 1.4922, -0.3553)  0.00
C (-2.4539, -0.2075, 0.0953)  0.84
C (-3.7878, -0.1136, -0.4855)  -0.05
C (3.2690, -1.1436, 0.4266)  0.00
C (2.5612, 0.1695, 0.7532)  0.00
N (-1.5016, -0.8459, -0.4902)  0.54
N (1.7113, 0.4101, -0.4293)  0.02
O (-0.3357, -0.8080, 0.0383)  0.48
O (-2.1412, 0.7069, 0.9564)  0.15
H (-1.0678, 2.7926, -0.2661)  0.00
H (-3.7546, 0.0316, -1.6163)  0.04
H (-4.3086, 0.7236, 0.0874)  0.00
H (-4.3219, -1.0396, -0.3986)  0.05
H (3.2818, -1.2448, -0.6639)  0.00
H (4.2594, -1.1472, 0.8999)  0.00
H (2.4974, -1.8943, 0.8905)  0.00
H (3.3798, 0.8940, 0.9629)  0.00
H (1.9411, 0.0857, 1.6185)  0.00
H (-1.7401, -1.4255, -1.3558)  -0.02
H (1.0312, -0.4070, -0.3560)  -0.02
H (2.1485, 0.3679, -1.3154)  0.00
H (-1.2550, 0.3494, 1.3023)  -0.03

Here is a gas-phase ion, C6H13N2O2 (charge +1) at a distorted geometry from OMol25. Energies are from ωB97M-V/def2-TZVPD.

Total charge: +1
Gap between HOMO and LUMO (spin up / spin down), eV: 6.84 / 6.31
Multiplicity: 3
Molecular weight, g mol⁻¹: 145.182
HOMO energy (spin up / spin down), eV: -9.988 / -14.693

Each line ends with the Mulliken spin population.
Positions of all 23 atoms, in Å:
C (-1.5370, -0.2998, -0.2389)  0.17
C (-3.2196, 0.2674, -0.0304)  0.11
C (2.0217, 1.0875, 0.7467)  0.01
C (1.4353, -0.9403, -0.8263)  0.02
C (1.0901, -0.0842, 0.3576)  -0.02
C (-0.2279, 0.4957, 0.0117)  0.63
N (-4.0538, -0.7265, -0.0014)  0.03
N (-0.4562, 1.8278, -0.1736)  0.26
O (-1.4075, -1.6095, 0.0705)  0.15
O (-3.3766, 1.4431, 0.2100)  0.52
H (-1.5533, -0.1423, -1.3979)  0.11
H (2.3716, 1.5735, -0.2088)  0.00
H (1.3933, 1.7625, 1.0975)  0.00
H (2.7955, 0.8859, 1.5009)  0.00
H (1.9248, -0.2539, -1.6638)  0.00
H (0.4988, -1.4837, -1.1327)  -0.01
H (2.3134, -1.7488, -0.6176)  0.01
H (1.0048, -0.7154, 1.2971)  0.03
H (-3.5817, -1.6576, -0.2104)  -0.01
H (-5.1217, -0.7476, 0.0963)  0.01
H (-1.1453, -1.6677, 1.0421)  0.00
H (-1.4259, 2.1089, -0.5081)  -0.02
H (0.2816, 2.5240, -0.2392)  -0.01

Here is a gas-phase ion, C6H13N2S (charge +1) at a distorted geometry from OMol25. Energies are from ωB97M-V/def2-TZVPD.

SMILES: C/C=C/N(S)C(=[NH2+])CC
Total charge: +1
Gap between HOMO and LUMO, eV: 8.97
Molecular weight, g mol⁻¹: 145.251
HOMO energy, eV: -12.717

Each line ends with the natural charge from an NBO analysis.
Positions of all 22 atoms, in Å:
C (2.3724, -0.3254, -0.1296)  -0.15
C (1.0596, -0.2081, -0.3079)  -0.11
C (-1.2638, -1.0959, -0.3592)  0.61
C (3.3014, 0.9638, -0.2097)  -0.64
C (-2.0875, 1.2562, 0.5607)  -0.64
C (-1.8854, 0.3191, -0.6274)  -0.46
N (0.1539, -1.2327, -0.0320)  -0.54
N (-1.9989, -2.1664, -0.3836)  -0.72
S (0.7270, -2.7965, 0.3538)  0.25
H (2.7056, -1.3635, 0.0839)  0.22
H (0.7743, 0.8267, -0.5298)  0.23
H (4.3147, 0.7606, 0.0288)  0.24
H (3.3961, 1.4458, -1.1708)  0.24
H (2.9624, 1.6782, 0.4853)  0.22
H (-2.2677, 2.3665, 0.3018)  0.26
H (-1.1696, 1.3062, 1.1934)  0.24
H (-3.0592, 0.9348, 0.9581)  0.24
H (-1.1072, 0.5781, -1.3896)  0.25
H (-2.8135, -0.0003, -1.2610)  0.24
H (-2.9745, -2.0452, -0.3047)  0.44
H (-1.3800, -2.9629, -0.4461)  0.43
H (-0.0568, -2.9272, 1.5444)  0.16

Here is a molecular structure, C6H13N3 at a distorted geometry from OMol25. Energies are from ωB97M-V/def2-TZVPD.

Total charge: 0
Gap between HOMO and LUMO, eV: 8.29
Molecular weight, g mol⁻¹: 127.191
HOMO energy, eV: -7.235

Each line ends with the natural charge from an NBO analysis.
Positions of all 22 atoms, in Å:
C (2.6525, -0.4646, 0.2112)  0.35
C (-2.4618, -0.6104, -1.1878)  -0.62
C (-3.1932, 0.1991, 1.1569)  -0.66
C (-1.4672, 1.3401, -0.3620)  -0.41
C (1.6661, -1.3196, 0.4735)  -0.64
C (-2.3122, 0.3850, -0.0686)  0.02
N (2.7523, 0.8653, 0.0031)  -0.45
N (3.9693, -0.5374, -0.2479)  -0.48
N (4.1971, 0.8268, 0.0526)  -0.29
H (-3.4377, -0.7204, -1.4413)  0.20
H (-1.9124, -0.4076, -2.0933)  0.21
H (-2.1365, -1.4980, -0.8504)  0.21
H (-2.6510, -0.1580, 2.0669)  0.23
H (-3.7393, 1.1257, 1.4490)  0.23
H (-3.9915, -0.6272, 1.0107)  0.22
H (-1.0087, 2.0462, 0.3973)  0.18
H (2.2961, 1.6369, 0.4554)  0.38
H (-1.1241, 1.4500, -1.3665)  0.19
H (0.7757, -1.0718, 0.8379)  0.21
H (1.7057, -2.3301, 0.3504)  0.21
H (4.6466, -1.2718, -0.0806)  0.38
H (4.7742, 1.1416, -0.7662)  0.34

no.,total energy (eV)
1,-9403.608
2,-11453.025
3,-11450.120
4,-13498.902
5,-13492.661
6,-13495.807
7,-20239.630
8,-10897.362